The following is a DFT calculation (wB97M-V/def2-TZVPD) of a structure of composition C51H47F5FeN7O5S at a distorted geometry.

The geometry in XYZ format:
```
117
Properties=species:S:1:pos:R:3
Fe -0.4468 -1.0837 -1.5306
C 1.6911 5.8272 10.9728
O 2.5457 4.8821 10.3575
C 2.1815 4.3885 9.1521
C 0.9972 4.7051 8.4915
C 0.7304 4.1485 7.2540
C 1.6267 3.2710 6.6484
C 2.8058 2.9510 7.3258
C 3.0803 3.5035 8.5575
C 1.2954 2.7301 5.3358
N 0.2508 3.0911 4.6255
C 0.2935 2.3325 3.4906
C 1.3902 1.4929 3.5085
N 2.0265 1.7658 4.6914
C 1.6649 0.5548 2.4765
C 2.7976 -0.2725 2.4473
C 2.9436 -1.1649 1.4185
C 1.9312 -1.2545 0.4641
N 0.8612 -0.4787 0.4640
C 0.7241 0.4520 1.4262
C -0.4092 1.3664 1.3670
N -1.2372 1.2833 0.3120
C -2.2531 2.1140 0.2490
C -2.5355 3.0897 1.2088
C -1.7049 3.1893 2.2957
C -0.6170 2.3150 2.3928
H 2.1920 6.1261 11.8894
H 0.7198 5.3890 11.2178
H 1.5442 6.7054 10.3384
H 0.2804 5.3845 8.9298
H -0.1848 4.3851 6.7302
H 3.5277 2.2716 6.8895
H 3.9968 3.2723 9.0830
H 2.8547 1.3188 5.0406
H 3.5468 -0.1969 3.2253
H 3.8123 -1.8028 1.3480
H 2.0115 -1.9735 -0.3375
H -2.8990 2.0097 -0.6145
H -3.3858 3.7462 1.0874
H -1.8629 3.9176 3.0795
C 0.7695 2.4549 -1.7778
C 0.5721 2.2133 -3.2435
C 1.4169 2.8173 -4.1575
C 1.2665 2.6121 -5.5179
C 0.2424 1.8067 -5.9700
C -0.6559 1.2106 -5.0917
C -1.7607 0.3754 -5.6817
C -0.4824 1.4054 -3.7107
N -1.3225 0.7433 -2.7862
C -2.5756 0.9313 -2.7254
C -3.2684 2.0417 -3.4690
C -3.4167 0.0289 -1.8867
C -4.9057 0.2479 -1.9297
N -2.8730 -0.8841 -1.1840
C -3.6862 -1.8216 -0.4913
C -4.4919 -2.7315 -1.2002
C -4.4057 -2.8931 -2.6943
C -5.3493 -3.5598 -0.4860
C -5.4224 -3.5112 0.8942
C -4.5729 -2.6663 1.5842
C -3.6768 -1.8461 0.9138
C -2.7051 -1.0207 1.7059
H 1.6826 3.0241 -1.6117
H 0.8622 1.5028 -1.2610
H -0.0682 3.0023 -1.3435
H 2.2191 3.4455 -3.7918
H 1.9501 3.0742 -6.2173
H 0.1206 1.6264 -7.0311
H -1.3457 -0.3779 -6.3495
H -2.4316 1.0017 -6.2759
H -2.3421 -0.1494 -4.9296
H -2.5456 2.6131 -4.0447
H -3.7556 2.7192 -2.7655
H -4.0298 1.6471 -4.1417
H -5.1533 1.3029 -1.8306
H -5.3892 -0.3070 -1.1306
H -5.3132 -0.1064 -2.8782
H -3.5005 -2.4434 -3.0952
H -5.2780 -2.4676 -3.1979
H -4.3745 -3.9555 -2.9348
H -5.9760 -4.2533 -1.0334
H -6.1085 -4.1528 1.4312
H -4.5836 -2.6495 2.6673
H -2.4920 -1.5094 2.6562
H -3.1018 -0.0256 1.9188
H -1.7767 -0.9114 1.1517
C 6.6900 -5.0680 -2.7274
C 5.6357 -3.9978 -2.8058
C 5.9313 -2.7253 -3.2826
C 4.9496 -1.7479 -3.3653
C 3.6626 -2.0354 -2.9447
C 3.3503 -3.2979 -2.4615
C 4.3316 -4.2728 -2.4001
S 2.3606 -0.8092 -3.1149
O 2.6549 -0.0783 -4.3207
O 2.2919 -0.0531 -1.8732
N 1.0182 -1.6609 -3.1514
C 0.6332 -2.3275 -4.3467
C -0.9415 -2.3381 -4.4342
O -1.4251 -2.7458 -5.4823
O -1.5076 -1.9200 -3.3818
H 7.6491 -4.7027 -3.0901
H 6.3988 -5.9341 -3.3234
H 6.8109 -5.4064 -1.6972
H 6.9424 -2.5025 -3.6013
H 5.1701 -0.7653 -3.7613
H 2.3403 -3.5100 -2.1478
H 4.0795 -5.2642 -2.0422
H 0.8476 -3.4064 -4.3337
H 1.0398 -1.8749 -5.2534
F 0.3949 -3.3328 -1.0816
C -0.9331 -3.2353 -0.6502
F -1.6107 -4.0275 -1.4862
C -0.8976 -3.9253 0.7117
F -2.1155 -4.2352 1.1510
F -0.1761 -5.0523 0.7123
F -0.3293 -3.1037 1.6200
```

Properties
Molar mass, g/mol: 1020.9
ΔE to the lowest compared entry with this formula, charge and spin, kcal/mol: 0.0
HOMO (spin up / spin down), eV: -7.777 / -7.722
2S+1: 6

Results of the Mulliken charge analysis, in e, for atoms 1 through 8:
1 Fe 3.2187
2 C -0.8461
3 O -0.4644
4 C 0.9222
5 C -0.4248
6 C -0.8691
7 C 0.2579
8 C -0.4685